No. 1
{"formula": "C5H16N2O", "method": "wB97M-V/def2-TZVPD", "symbols": ["C", "C", "C", "C", "N", "C", "N", "H", "H", "H", "H", "H", "H", "H", "H", "H", "H", "H", "H", "H", "H", "O", "H", "H"], "positions_angstrom": [[-0.384130, -0.694212, -2.447509], [0.824612, -0.301831, -1.628071], [0.830382, 0.906616, -0.710692], [-0.121388, 0.378701, 0.399097], [0.493048, -0.048710, 1.593602], [-1.013203, 1.752298, 0.617457], [-2.440351, 1.469291, 0.896249], [-1.028228, -1.181926, -1.744747], [-0.883936, 0.244152, -2.914224], [-0.224154, -1.437817, -3.227542], [1.166754, -1.140234, -1.045953], [1.643417, -0.198179, -2.434228], [0.525631, 1.804638, -1.102811], [1.809706, 0.982117, -0.243907], [-0.856010, -0.471050, -0.064798], [1.270502, 0.567665, 1.868056], [-0.125298, -0.373627, 2.311343], [-0.569064, 2.230651, 1.494939], [-0.922945, 2.264605, -0.279413], [-2.996268, 2.367406, 1.206527], [-2.827896, 0.949274, 0.020389], [1.883173, -3.423064, 2.864895], [2.642480, -3.672930, 2.317089], [1.303168, -2.973836, 2.254250]], "atomic_forces_ev_per_a": [[-1.176, 1.749, -0.094], [3.417, 0.302, -3.544], [0.312, -4.690, 1.836], [-3.760, 2.582, -1.077], [1.749, -0.568, -0.350], [-1.015, -2.995, 1.726], [-1.127, 0.457, -0.613], [-1.218, -0.106, 0.008], [0.611, -1.646, 0.745], [0.491, 0.244, -0.035], [0.039, -0.468, 0.341], [-0.684, 0.085, 1.170], [-0.487, 1.822, -1.166], [0.316, 0.240, -0.274], [1.690, 2.046, 1.504], [-0.911, -0.605, 0.269], [-0.056, 0.314, 0.348], [-0.014, 0.320, -0.350], [0.142, 1.589, -1.247], [1.304, -2.540, -1.411], [0.372, 1.782, 2.229], [0.559, -0.345, -0.040], [-0.244, 0.070, 0.274], [-0.310, 0.363, -0.247]], "multiplicity": 1, "gap_ev": 9.35, "charge": 0, "lumo_ha": 0.0346, "smiles": "CCC[C@@H](N)CN.O"}

=====

No. 2
{"formula": "C9H14O", "method": "wB97M-V/def2-TZVPD", "symbols": ["C", "C", "C", "C", "C", "O", "C", "C", "H", "H", "H", "H", "H", "H", "H", "H", "C", "C", "H", "H", "H", "H", "H", "H"], "positions_angstrom": [[2.493565, -0.631995, -1.310511], [1.889605, -0.290351, 0.024749], [2.252060, -0.973385, 1.178765], [1.530577, -0.746937, 2.361926], [0.513291, 0.176989, 2.412264], [-0.237355, 0.318949, 3.546794], [0.139802, 0.828319, 1.215192], [0.789641, 0.551668, 0.030377], [2.093831, -0.185311, -2.237869], [2.796855, -1.692296, -1.485062], [3.575181, -0.341914, -1.212986], [2.944182, -1.791043, 1.180955], [1.741127, -1.272833, 3.286769], [0.097779, -0.166927, 4.311066], [-0.629986, 1.603437, 1.352937], [0.310421, 0.907480, -0.877948], [-3.149957, -0.091203, -1.284158], [-2.405077, 0.990840, -2.163361], [-2.395365, -0.469331, -0.570695], [-3.901384, 0.590931, -0.795992], [-3.608015, -0.936565, -1.779478], [-1.442903, 1.196136, -1.707662], [-2.198295, 0.685543, -3.203395], [-3.199581, 1.739799, -2.272678]], "atomic_forces_ev_per_a": [[3.090, -0.531, -0.045], [-0.659, -1.231, -1.402], [-1.154, 0.477, 0.803], [0.720, -0.067, -0.174], [-0.176, -0.387, -0.798], [-0.398, 0.785, -0.102], [-0.476, 0.647, 1.984], [-0.568, 0.225, 0.684], [-0.074, -0.169, 0.779], [-1.381, 0.218, 0.201], [-0.708, 0.718, -0.449], [0.569, -0.055, -0.219], [0.255, -0.266, -0.155], [0.263, 0.000, -0.478], [0.091, -0.585, -0.592], [0.687, 0.197, -0.008], [0.864, 1.725, 0.494], [-1.339, -1.649, -0.999], [-0.761, 0.016, 0.014], [0.464, -1.591, 0.180], [-0.172, 0.101, -0.307], [-0.364, 0.913, 0.059], [0.028, -0.242, 0.402], [1.198, 0.750, 0.129]], "multiplicity": 1, "gap_ev": 9.19, "charge": 0, "lumo_ha": 0.0313, "smiles": "Cc1ccc(O)cc1.CC"}